The following is a DFT calculation (ωB97M-V with the def2-TZVPD basis set) of a cluster of 3 separate species, C5H11NO2 in total at a distorted geometry.

Properties
Maximum force = 4.54 eV/A
Relative energy (zero: lowest compared OMol25 entry of this formula, charge and spin) = 9.905 eV
Gap between HOMO and LUMO = 0.2104 hartree

```
! wB97M-V def2-TZVPD RIJCOSX def2/J DEFGRID3
* xyz 0 1
O -1.328 -2.017 0.208
C -1.071 -1.363 1.298
C -0.226 0.090 0.945
C 0.584 -0.140 -0.266
C 1.008 1.224 -0.825
C 0.628 1.715 -2.019
N 0.098 -0.779 1.978
H -1.969 -1.279 1.934
H -0.922 0.899 1.156
H 1.464 -0.697 0.066
H 0.077 -0.467 -1.173
H 1.902 1.579 -0.308
H -0.132 1.219 -2.614
H 1.211 2.512 -2.459
H 2.282 -0.226 2.958
H 2.457 -0.262 3.692
H -1.584 -1.430 -0.622
H -2.645 -0.348 -2.228
O -1.834 -0.230 -1.722
*
```